{"formula": "C6H9Cl", "method": "wB97M-V/def2-TZVPD", "e_lumo_ev": 0.8, "e_homo_ev": -8.8, "spin_multiplicity": 1, "smiles": "CC(CCl)=C1CC1", "energy_ha": -694.112765, "elements": ["C", "C", "C", "Cl", "C", "C", "C", "H", "H", "H", "H", "H", "H", "H", "H", "H"], "coordinates": [[1.869, -0.616, -0.158], [0.571, -0.247, 0.547], [0.409, -0.629, 1.982], [1.793, -1.079, 3.057], [-0.514, 0.117, -0.176], [-1.683, 1.079, -0.125], [-0.888, 0.727, -1.450], [2.732, -0.247, 0.381], [1.874, -1.711, -0.098], [1.762, -0.282, -1.174], [-0.258, -1.551, 1.854], [-0.175, 0.241, 2.480], [-1.501, 1.983, 0.340], [-2.635, 0.702, 0.000], [-1.401, 0.132, -2.123], [-0.195, 1.519, -1.728]], "forces_ev_per_a": [[-1.6, -0.8, 0.9], [0.2, 0.0, -1.8], [-2.7, 0.3, 0.8], [-0.4, 0.4, -0.9], [0.9, 1.1, 1.7], [2.4, -2.6, -1.5], [0.9, 1.7, 2.8], [0.2, 0.2, -0.1], [0.5, 0.0, -0.4], [0.5, 0.1, -0.4], [0.9, 1.2, 1.1], [0.9, -1.8, -0.4], [0.4, 1.8, 0.7], [-1.9, -0.7, 0.0], [-0.8, -0.8, -1.6], [-0.4, -0.2, -0.7]]}